(1)
The following is a DFT calculation (wB97M-V/def2-TZVPD) of a structure of composition C48H60AsI2N4SSc.

Last column: Löwdin charge in e.
CARTESIAN COORDINATES (ANGSTROEM)
Sc (0.3297, -0.1337, 0.3773)  0.91
C (-1.5321, -4.2806, 5.0283)  -0.08
C (-1.6424, -4.4836, 3.5110)  -0.19
C (-0.6317, -3.6668, 2.7688)  -0.14
C (0.6117, -4.0296, 2.3379)  -0.14
C (1.3013, -5.3518, 2.4511)  -0.19
C (2.2503, -5.4076, 3.6549)  -0.08
C (1.1836, -2.8626, 1.7021)  -0.27
N (0.2903, -1.8351, 1.7255)  0.03
C (-0.8121, -2.2816, 2.3913)  -0.23
C (-1.9339, -1.5115, 2.6670)  0.04
C (-2.1338, -0.1759, 2.3390)  -0.22
C (-3.3572, 0.5584, 2.5737)  -0.12
C (-4.5827, -0.0089, 3.2166)  -0.18
C (-4.4657, -0.0650, 4.7452)  -0.08
C (-3.1583, 1.8130, 2.0786)  -0.12
C (-1.8105, 1.8373, 1.5471)  -0.22
C (-1.2118, 2.9378, 0.9429)  0.06
C (0.0505, 3.0017, 0.3665)  -0.23
N (0.9219, 1.9564, 0.2759)  0.04
C (2.0386, 2.4183, -0.3536)  -0.23
C (3.1769, 1.6568, -0.6006)  0.05
C (3.3727, 0.3245, -0.2649)  -0.28
N (2.4688, -0.4561, 0.3954)  0.01
C (3.0281, -1.6960, 0.5041)  -0.24
C (2.4479, -2.7930, 1.1273)  0.04
C (4.3336, -1.7063, -0.1216)  -0.14
C (4.5451, -0.4515, -0.6032)  -0.15
C (5.7542, 0.0242, -1.3440)  -0.19
C (6.8533, 0.4947, -0.3830)  -0.08
C (5.1840, -2.9219, -0.3121)  -0.18
C (4.6740, -3.7446, -1.5041)  -0.08
C (1.8626, 3.8118, -0.6999)  -0.15
C (0.6332, 4.1793, -0.2399)  -0.13
C (-0.0512, 5.5017, -0.3834)  -0.18
C (-1.0244, 5.4996, -1.5701)  -0.08
C (2.8621, 4.6519, -1.4332)  -0.20
C (3.8966, 5.2728, -0.4870)  -0.08
N (-1.2212, 0.6203, 1.7164)  0.03
C (-4.1285, 2.9528, 2.0529)  -0.19
C (-4.1692, 3.7164, 3.3820)  -0.08
H (-2.3226, -4.8255, 5.5464)  0.07
H (-1.6182, -3.2223, 5.2768)  0.07
H (-0.5692, -4.6383, 5.3931)  0.06
H (-2.6468, -4.2015, 3.1849)  0.10
H (-1.5069, -5.5423, 3.2773)  0.11
H (1.8651, -5.5361, 1.5338)  0.11
H (0.5616, -6.1505, 2.5420)  0.11
H (2.9936, -4.6120, 3.5952)  0.07
H (2.7712, -6.3653, 3.6940)  0.07
H (1.6913, -5.2824, 4.5826)  0.06
H (-2.7467, -2.0087, 3.1801)  0.10
H (-4.7581, -1.0171, 2.8320)  0.11
H (-5.4461, 0.5982, 2.9361)  0.11
H (-3.5981, -0.6546, 5.0427)  0.07
H (-5.3591, -0.5146, 5.1809)  0.07
H (-4.3467, 0.9356, 5.1607)  0.06
H (-1.7905, 3.8521, 0.9157)  0.10
H (3.9920, 2.1498, -1.1161)  0.11
H (3.0523, -3.6896, 1.1742)  0.11
H (5.4864, 0.8353, -2.0237)  0.10
H (6.1331, -0.7973, -1.9555)  0.11
H (6.4838, 1.3068, 0.2441)  0.07
H (7.7294, 0.8436, -0.9315)  0.07
H (7.1571, -0.3252, 0.2687)  0.07
H (5.1741, -3.5370, 0.5905)  0.11
H (6.2175, -2.6221, -0.4934)  0.10
H (3.6564, -4.0951, -1.3257)  0.07
H (5.3171, -4.6078, -1.6828)  0.07
H (4.6513, -3.1281, -2.4038)  0.07
H (0.6926, 6.2872, -0.5286)  0.11
H (-0.5946, 5.7351, 0.5347)  0.11
H (-0.4803, 5.3556, -2.5050)  0.07
H (-1.5636, 6.4461, -1.6299)  0.07
H (-1.7481, 4.6892, -1.4748)  0.07
H (2.3394, 5.4450, -1.9723)  0.11
H (3.3780, 4.0336, -2.1725)  0.10
H (3.4098, 5.9380, 0.2265)  0.08
H (4.6369, 5.8458, -1.0472)  0.07
H (4.4139, 4.4951, 0.0755)  0.07
H (-5.1279, 2.5680, 1.8353)  0.11
H (-3.8630, 3.6409, 1.2487)  0.10
H (-4.5130, 3.0620, 4.1829)  0.06
H (-4.8531, 4.5638, 3.3137)  0.07
H (-3.1785, 4.0884, 3.6450)  0.08
I (-3.7069, -3.3638, -0.3960)  0.76
C (-1.9701, -4.5868, -0.5969)  -1.12
I (-0.2818, -3.6508, -1.5297)  0.81
H (-2.2627, -5.4272, -1.2125)  -0.05
H (-1.6677, -4.9033, 0.3925)  -0.06
C (-1.1803, -0.1755, -1.1992)  -0.16
C (-2.2198, -0.1244, -1.8365)  -0.18
C (-3.4807, -0.0398, -2.5046)  -0.28
C (-4.3851, 0.9584, -2.1225)  -0.03
C (-5.6322, 1.0390, -2.7183)  -0.09
C (-5.9911, 0.1358, -3.7096)  -0.10
C (-5.0954, -0.8475, -4.1047)  -0.09
C (-3.8514, -0.9443, -3.5029)  -0.07
H (-4.0947, 1.6544, -1.3452)  0.11
H (-6.3285, 1.8088, -2.4096)  0.10
H (-6.9705, 0.1953, -4.1668)  0.10
H (-5.3718, -1.5435, -4.8868)  0.10
H (-3.1660, -1.7328, -3.7875)  0.10
C (-0.4226, -0.2033, -5.1455)  -0.24
As (0.9369, 0.5023, -3.9516)  0.69
C (2.2819, 1.2038, -5.1749)  -0.27
C (0.1322, 2.1212, -3.2346)  -0.23
S (1.8157, -0.9853, -2.7930)  0.13
H (-0.8443, 0.5907, -5.7606)  0.04
H (-1.2003, -0.6565, -4.5336)  0.01
H (0.0282, -0.9693, -5.7737)  0.04
H (1.8374, 1.9048, -5.8816)  0.03
H (2.7323, 0.3705, -5.7106)  0.03
H (3.0578, 1.7013, -4.5942)  0.02
H (-0.6745, 2.4113, -3.9077)  0.04
H (0.8780, 2.9130, -3.1843)  0.03
H (-0.2794, 1.9352, -2.2469)  0.00

Output
Relative energy (zero: lowest compared OMol25 entry of this formula, charge and spin) (kJ/mol): 0.0
Highest occupied orbital energy (eV): -6.6
LUMO level (eV): -0.82
Largest force on an atom (eV Å⁻¹): 0.8
Molecular weight (g/mol): 1098.8

=====

(2)
The following is a DFT calculation (wB97M-V/def2-TZVPD) of a cluster of 2 separate species, C8H11NO4P in total in a non-equilibrium geometry.

Last column: Löwdin charge in e.
CARTESIAN COORDINATES (ANGSTROEM)
C (2.1969, 2.6121, 0.1217)  -0.08
C (3.1640, 1.5583, -0.0716)  -0.11
C (0.8787, 2.2150, 0.4023)  -0.08
C (2.8111, 0.2318, -0.0603)  -0.04
C (0.5812, 0.8767, 0.5796)  -0.04
C (1.4619, -0.1543, 0.2580)  -0.11
C (-0.3148, -2.0547, 0.0205)  -0.24
C (1.1063, -1.6343, 0.4570)  -0.33
N (-0.7032, -1.4613, -1.2350)  -0.01
O (-3.6372, -1.3413, -0.5727)  -0.39
O (-2.3462, -0.3572, 1.5000)  -0.54
O (-3.2640, 1.2016, -0.4054)  -0.36
O (1.8889, -2.4586, 0.8097)  0.09
P (-3.6003, -0.1037, 0.7330)  0.57
H (2.3557, 3.7504, 0.0266)  0.12
H (4.2263, 1.7596, -0.2420)  0.09
H (0.2846, 3.0926, 0.7345)  0.11
H (3.6385, -0.4443, -0.2697)  0.11
H (-0.3892, 0.6017, 0.7277)  0.05
H (-0.4676, -3.0990, -0.2026)  0.11
H (-0.8319, -1.7950, 0.8706)  0.05
H (-3.0270, -2.0161, -0.3329)  -0.05
H (-0.4612, -0.4610, -1.3073)  0.06
H (-1.8230, -1.5354, -1.3579)  0.10
H (-3.7287, 1.0166, -1.1838)  -0.05

Output
Relative energy (zero: lowest compared OMol25 entry of this formula, charge and spin) (kJ/mol): 37.3
Highest occupied orbital energy (eV): -3.9
LUMO level (eV): 3.22
Largest force on an atom (eV Å⁻¹): 3.6
Molecular weight (g/mol): 216.2
Total charge: -1